{"formula": "C8H18IN3OP2S", "method": "ωB97M-V/def2-TZVPD", "orbital_gap_ev": 5.0767, "e_tot_ev": -52614.9043, "fmax_ev_per_a": 5.60, "elements": ["C", "C", "O", "C", "C", "C", "N", "P", "S", "C", "P", "C", "C", "N", "N", "H", "H", "H", "H", "H", "H", "H", "H", "H", "H", "H", "H", "H", "H", "H", "H", "H", "H", "I"], "coordinates": [[3.269153, 1.630206, 0.652355], [2.528297, 1.908352, -0.677334], [3.227876, 2.967689, -1.346477], [1.140667, 2.488021, -0.400225], [0.010096, 1.508989, -0.205375], [-1.280305, 1.862872, -0.283606], [-2.059591, 0.742228, -0.046185], [-3.778013, 0.620122, -0.027222], [-4.549034, 1.125016, 1.662215], [-1.251988, -0.310776, 0.199098], [-1.802918, -2.010100, 0.536266], [-1.271748, -2.948552, -1.022877], [-0.802584, -2.695286, 1.918772], [0.010497, 0.149638, 0.111046], [1.104784, -0.657782, 0.326546], [4.090744, 2.318384, 0.796503], [3.586997, 0.592498, 0.718202], [2.582129, 1.786279, 1.483289], [2.524619, 1.057919, -1.356272], [3.870287, 2.581712, -1.944108], [1.201227, 3.132024, 0.472809], [0.863332, 3.101108, -1.251750], [-1.662692, 2.844206, -0.483355], [-4.018148, -0.722427, -0.334009], [-4.272051, 1.443476, -1.049878], [-1.911530, -3.949083, -1.133580], [-1.516306, -2.308168, -1.877259], [-0.207165, -3.096777, -1.035284], [-1.368691, -2.570681, 2.834861], [0.196434, -2.288505, 1.999424], [-0.729485, -3.764031, 1.724895], [1.505096, -0.527670, 1.241894], [1.781419, -0.595394, -0.412997], [-1.011405, -5.415508, -1.790384]], "forces_ev_per_angstrom": [[-0.838, -0.680, -0.061], [0.832, 1.208, 0.557], [-0.252, 0.022, -0.217], [-0.052, -0.883, -0.279], [0.134, 0.471, 0.162], [-0.143, 0.158, -0.278], [0.091, -0.237, -0.634], [-1.494, 0.200, 1.780], [0.135, 0.074, -0.127], [0.841, -0.803, 0.594], [-1.014, -0.600, -0.738], [-1.500, 2.977, 1.364], [-0.040, 0.239, -0.317], [0.213, 0.830, -0.133], [-0.188, -0.610, 0.094], [0.233, -0.008, -0.199], [0.430, 0.024, 0.031], [0.006, -0.011, 0.169], [-0.285, -0.226, 0.079], [0.173, 0.019, -0.054], [0.073, 0.139, 0.059], [-0.005, 0.117, -0.082], [-0.341, 0.023, -0.084], [0.366, 0.136, -0.563], [0.670, -0.209, -0.420], [0.440, 2.727, 1.025], [-0.200, -0.041, -0.068], [0.180, -0.199, 0.242], [0.067, 0.141, 0.173], [0.130, -0.038, 0.098], [0.020, -0.093, -0.149], [0.083, 0.208, 0.040], [0.027, 0.041, -0.129], [1.207, -5.114, -1.934]]}